Formula: C36H99Li2N13O18
Source: the Open Molecules 2025 dataset
Level of theory: ωB97M-V/def2-TZVPD

```
168
Properties=species:S:1:pos:R:3:mulliken_charge:R:1
Li -1.73248 3.00007 -1.46844 0.5987
Li 1.76642 3.36195 0.13144 0.7988
O 2.35337 1.60032 1.12515 -1.1567
C 1.29501 0.74188 0.77074 1.8381
C 0.03824 1.36483 0.12507 1.5252
O 0.10414 2.53795 -0.66946 -1.6942
H 1.06050 0.10438 1.63642 -0.5108
H 1.66912 0.00413 0.03646 -0.4962
H -0.69624 1.51144 0.93602 -1.6166
H -0.40787 0.59029 -0.51637 0.2426
C 2.15634 0.40390 -3.60432 0.5424
O 2.31277 -0.00436 -4.76566 -0.7862
N 1.01083 0.98721 -3.20687 0.0673
N 3.08955 0.19199 -2.64173 0.2667
H 0.37331 1.25326 -3.93986 -0.0086
H 0.81041 1.22305 -2.24645 0.2973
H 3.96615 -0.23221 -2.89179 0.0047
H 2.85131 0.45950 -1.70194 -0.1269
C -0.88874 2.75395 4.77302 0.2711
O -1.79009 3.58735 4.68400 -0.7177
N -0.39417 2.23710 5.90566 -0.2512
N -0.25256 2.27858 3.65934 0.4705
H -0.70269 2.51683 6.81633 0.2218
H 0.41946 1.64389 5.83805 0.2455
H 0.38801 1.51686 3.84924 0.1780
H -0.32089 2.58605 2.71065 -0.2919
C 3.04354 0.88571 4.55205 0.2331
O 1.83645 0.66106 4.47928 -0.7636
N 3.82696 0.76232 5.67601 -0.3771
N 3.77010 1.28453 3.47483 -0.4454
H 4.62828 1.36155 5.73961 0.1998
H 3.36039 0.46882 6.51716 0.2503
H 3.24020 1.30629 2.61660 0.3376
H 4.74021 1.52659 3.50965 0.3552
C 3.56100 3.49351 4.37072 0.2034
O 4.07275 4.19184 5.23858 -0.7222
N 4.11080 3.25523 3.13891 -0.2314
N 2.27110 3.05186 4.41433 0.1820
H 3.67047 2.70553 2.42373 0.1703
H 5.03871 3.61188 2.98325 0.2194
H 1.86214 2.57264 3.62927 0.0471
H 1.68709 3.41999 5.14569 0.2464
C -1.33142 5.59100 0.09025 -0.7663
O -2.18264 5.02165 -0.91691 0.0783
C -1.74800 5.57791 -2.16544 -0.7063
C -2.30560 4.83621 -3.35511 -0.7786
N -1.96246 3.38421 -3.46985 -0.0068
C -3.05877 2.57268 -4.03658 -1.2431
C -2.64244 1.13239 -4.03392 0.9011
O -1.55535 0.97541 -4.92190 -0.5450
C -1.29720 -0.37966 -5.30220 -0.8313
H -1.90395 5.56645 1.01571 0.1188
H -0.97878 6.61459 -0.04125 0.4674
H -0.43742 4.97912 0.22885 0.2423
H -0.66059 5.50375 -2.26280 0.4192
H -2.09806 6.59179 -2.37622 0.3739
H -1.85504 5.28058 -4.24678 0.4123
H -3.38691 4.96667 -3.43052 0.4404
H -1.22375 3.32785 -4.16104 0.0705
H -3.36626 2.99093 -4.99941 0.3847
H -3.95650 2.65253 -3.41494 0.4610
H -3.44695 0.46606 -4.36728 0.5877
H -2.37474 0.75581 -3.03808 -0.6390
H -0.24412 -0.62866 -5.42867 0.2710
H -1.79556 -0.49471 -6.26813 0.3675
H -1.69209 -1.10673 -4.58873 0.3172
C -6.51854 4.63023 4.13589 -0.7589
O -5.90509 4.51732 2.86261 -0.3748
C -4.48482 4.37951 2.96264 -0.5487
C -4.02133 3.64574 1.68156 0.1726
N -4.24544 2.21072 1.64029 -0.2655
C -3.37738 1.57763 2.64302 0.5697
C -3.66263 0.07805 2.69764 -0.2288
O -5.05325 -0.13573 2.87611 -0.4190
C -5.38328 -1.49600 2.91533 -0.6488
H -6.43461 3.70870 4.72289 0.2958
H -7.58650 4.69242 3.92701 0.2748
H -6.11369 5.47394 4.69562 0.3159
H -4.29251 3.73148 3.81753 0.3450
H -3.98498 5.34873 3.02045 0.4521
H -2.93896 3.76899 1.56409 -0.5705
H -4.41179 4.12429 0.78072 0.3988
H -5.20082 2.05470 1.95454 0.3452
H -3.46633 1.95089 3.66385 0.2417
H -2.36338 1.63989 2.25074 -0.6353
H -3.08809 -0.45958 3.45707 0.5586
H -3.35327 -0.32030 1.72109 -0.4186
H -6.46992 -1.50181 2.99912 0.2980
H -4.88228 -2.00917 3.74534 0.3093
H -5.07334 -2.01590 1.99856 0.1515
C 3.17405 -3.04057 1.05890 -0.6987
O 4.18054 -2.41121 0.28079 -0.3382
C 4.29869 -2.95353 -1.00197 0.3723
C 5.60622 -2.58704 -1.70054 -1.0897
N 5.82976 -1.13598 -1.81001 0.0923
C 7.25239 -0.89513 -2.09471 -0.6497
C 7.63163 0.59229 -2.14498 -0.7982
O 7.53421 1.30009 -0.92137 -0.4028
C 8.55953 0.98542 0.02472 -0.8075
H 2.84294 -2.34904 1.83085 0.1405
H 3.62038 -3.92040 1.53027 0.4311
H 2.28154 -3.36927 0.51974 0.1637
H 3.45598 -2.62145 -1.61911 -0.5075
H 4.23118 -4.04966 -0.98981 0.5071
H 5.65199 -3.08393 -2.67036 0.4448
H 6.38760 -3.10586 -1.12607 0.4554
H 5.65236 -0.60095 -0.96166 -0.1077
H 7.44907 -1.25048 -3.10725 0.4025
H 7.80064 -1.34944 -1.26275 0.3999
H 7.11963 1.18385 -2.90720 0.3482
H 8.66407 0.69454 -2.50562 0.4631
H 9.53965 0.90174 -0.45269 0.3322
H 8.30086 0.02560 0.47142 0.2575
H 8.58656 1.83544 0.70036 0.2639
C -0.42714 -1.88706 2.39613 -0.1011
O -0.96257 -2.93831 1.61233 0.0653
C -0.37016 -4.22901 1.81599 -0.4615
C -1.14078 -5.16439 0.91377 -0.5796
N -2.54170 -5.30927 1.36012 -0.3484
C -3.25506 -6.06583 0.32526 -0.3457
C -4.76355 -6.12693 0.63740 -0.8597
O -5.32517 -4.83902 0.52000 -0.3185
C -5.57614 -4.44916 -0.82693 -0.4782
H -0.94349 -1.73944 3.34425 0.3494
H -0.60138 -0.96734 1.82549 -0.4304
H 0.66418 -1.90982 2.44959 0.1791
H -0.43523 -4.52529 2.86290 0.4971
H 0.62634 -4.12953 1.37426 -0.0277
H -0.77929 -6.18910 0.82795 0.5915
H -1.17082 -4.71687 -0.08760 0.1193
H -3.00857 -4.40863 1.40999 0.2477
H -2.77688 -7.04591 0.23344 0.5214
H -3.14195 -5.68349 -0.70080 0.0849
H -4.80514 -6.47616 1.66919 0.3585
H -5.20497 -6.89308 -0.00601 0.4170
H -4.63143 -4.21003 -1.31743 0.1082
H -6.17177 -3.53974 -0.73736 0.2063
H -6.19963 -5.13909 -1.39904 0.3646
C -4.16722 -1.17287 -1.86454 -0.5147
O -2.90491 -1.72902 -2.13689 -0.3390
C -2.10108 -2.03111 -0.99102 0.7250
C -0.66956 -2.20733 -1.50728 1.0420
N -0.59417 -3.22447 -2.53681 -0.1398
C 0.57060 -2.97697 -3.41426 1.5600
C 0.62478 -3.97560 -4.55376 -1.2724
O -0.40767 -3.74637 -5.49079 -0.1870
C -0.09560 -4.25345 -6.75805 -0.8846
H -4.82425 -1.47992 -2.68177 0.2235
H -4.01900 -0.09215 -1.79544 0.2018
H -4.66021 -1.60820 -0.98846 0.0442
H -2.59576 -2.87799 -0.50687 -0.1961
H -2.13943 -1.21096 -0.26516 -0.3702
H -0.00753 -2.40850 -0.65816 -0.4464
H -0.33774 -1.18506 -1.74384 -0.7171
H -1.46060 -3.19543 -3.06167 0.5478
H 1.47327 -3.02809 -2.80801 -0.5792
H 0.54372 -1.96522 -3.83301 -0.5002
H 0.67804 -5.01634 -4.22263 0.4089
H 1.59714 -3.76565 -5.02107 0.4686
H 0.32410 -5.26484 -6.70887 0.3324
H 0.63033 -3.57807 -7.22648 0.3300
H -0.99210 -4.30825 -7.37518 0.2409
O 4.83575 0.25644 1.05211 -0.4647
H 4.65726 -0.69406 1.05958 0.4272
H 3.94768 0.67218 1.12303 0.0452
O 5.31954 2.81480 -0.51063 -0.7610
H 6.01434 2.15452 -0.72315 0.4629
H 4.66854 2.33336 0.00816 0.4039
```

Computed properties:
Gap between HOMO and LUMO ... 7.663 eV